Density functional theory data (ωB97M-V with the def2-TZVPD basis set) for a cluster of 2 separate species, C22H42B2N4O8S in total at a distorted geometry.

The HOMO energy comes out at -0.20110 hartree. The value obtained for the HOMO-LUMO gap is 4.812 eV. Its LUMO energy is -0.661 eV.

The geometry in XYZ format:
```
79
Properties=species:S:1:pos:R:3:lowdin_charge:R:1
C 5.491 -4.584 1.880 0.13
C 4.445 -4.021 2.033 -0.14
C 3.204 -3.264 2.173 -0.18
C 2.906 -2.424 0.889 -0.15
C 2.324 -1.072 1.313 -0.09
N 1.467 -0.358 0.283 0.04
B 2.271 -0.615 -1.029 -0.61
N 1.900 -1.661 -1.963 0.20
O 3.398 0.158 -1.196 0.18
C 1.404 1.146 0.626 -0.11
C 1.385 1.477 2.106 -0.15
O 0.131 1.169 2.699 -0.13
O 0.288 1.025 4.106 0.01
C 0.379 1.885 -0.249 -0.41
C 0.916 2.090 -1.689 -0.10
C 2.285 2.686 -1.889 -0.22
N 3.013 3.382 -1.111 0.10
C 0.013 3.321 0.301 -0.33
S -1.575 3.815 -0.437 0.98
C -2.312 4.863 0.844 -0.52
C -1.417 6.023 1.336 -0.15
O -0.871 1.231 -0.349 -0.08
C -0.997 -0.187 -0.478 -0.23
C -1.121 -0.516 -1.984 -0.10
C -2.016 -1.655 -2.493 -0.16
C -1.487 -3.103 -2.462 -0.19
C -2.117 -4.121 -1.469 -0.24
C -3.275 -3.641 -0.591 -0.09
B -2.418 -0.353 0.258 -0.60
O -2.485 -0.907 1.525 0.18
O -3.505 0.128 -0.399 0.07
C -4.279 1.175 0.194 -0.03
C 0.039 -0.900 0.373 -0.15
N -0.058 -2.331 0.166 0.22
C -0.293 -3.095 1.084 -0.30
O -0.500 -3.909 1.885 0.21
H 6.438 -5.047 1.743 0.03
H 3.259 -2.628 3.059 0.12
H 2.385 -3.968 2.340 0.12
H 3.868 -2.327 0.384 0.12
H 2.244 -3.020 0.270 0.11
H 3.169 -0.410 1.502 0.14
H 1.732 -1.182 2.219 0.14
H 1.797 -1.239 -2.887 0.11
H 2.703 -2.282 -2.061 0.10
H 4.164 -0.148 -0.696 0.13
H 2.384 1.505 0.304 0.14
H 2.221 1.065 2.675 0.13
H 1.556 2.558 2.157 0.14
H 0.827 0.225 4.209 0.09
H 0.910 1.131 -2.222 0.11
H 0.192 2.680 -2.290 0.09
H 2.699 2.500 -2.881 0.12
H 2.546 3.538 -0.217 0.02
H -0.107 3.393 1.380 0.08
H 0.738 4.031 -0.082 0.07
H -2.554 4.229 1.701 0.06
H -3.232 5.257 0.423 0.07
H -1.917 6.986 1.236 0.07
H -0.481 6.073 0.782 0.06
H -1.167 5.909 2.392 0.06
H -0.157 -0.617 -2.482 0.09
H -1.540 0.404 -2.415 0.10
H -3.043 -1.559 -2.146 0.09
H -2.111 -1.413 -3.557 0.12
H -1.573 -3.529 -3.463 0.10
H -0.414 -3.061 -2.267 0.07
H -1.333 -4.512 -0.815 0.08
H -2.470 -4.984 -2.036 0.10
H -3.809 -4.513 -0.204 0.07
H -4.012 -3.051 -1.133 0.07
H -2.933 -3.093 0.287 0.05
H -2.990 -0.396 2.167 0.12
H -5.283 0.819 0.432 0.09
H -4.364 1.975 -0.540 0.10
H -3.793 1.582 1.084 0.09
H -0.222 -0.705 1.415 0.14
O -1.409 2.331 -3.482 -0.52
H -1.447 2.637 -2.576 -0.24
```